1.
# C10H20N2O2

A single C10H20N2O2 molecule in a non-equilibrium geometry (wB97M-V/def2-TZVPD, the OMol25 dataset).

XYZ file:
```
34
Properties=species:S:1:pos:R:3
C -3.44557 0.59428 -1.34094
O -3.34024 0.19694 -0.01669
C -2.06613 0.35301 0.50615
C -1.52813 1.75235 0.29076
C -2.20219 -0.15934 1.97065
N -1.05353 -0.49287 -0.33195
C -1.16957 -1.89008 -0.32417
O -2.17397 -2.47552 -0.01977
N 0.09656 0.06649 -0.80395
C 1.27307 -0.04874 0.05056
C 2.09916 -1.39685 0.21339
C 3.55927 -1.05288 0.33903
C 3.68071 0.20336 -0.48090
C 2.37975 1.01285 -0.15759
H -4.26509 0.04253 -1.62577
H -2.68409 0.30632 -2.04838
H -3.43249 1.72266 -1.60168
H -1.39896 1.97539 -0.70824
H -0.56771 2.09611 0.86697
H -2.19207 2.52759 0.48085
H -1.23223 -0.34456 2.39902
H -2.61418 -1.21189 1.96748
H -2.95060 0.59163 2.28514
H -0.33277 -2.47648 -0.76546
H 0.24925 0.13274 -1.79253
H 0.89025 0.05202 0.98463
H 1.79774 -1.84305 -0.76772
H 1.57487 -1.88525 0.93070
H 4.16883 -1.75877 -0.06359
H 3.69362 -0.75004 1.45221
H 4.66042 0.88361 -0.25708
H 3.78556 -0.19102 -1.43567
H 2.66504 1.67804 0.81473
H 2.07543 1.78943 -1.01022
```

Structure (SMILES): COC(C)(C)N(C=O)NC1CCCC1
Energy relative to the best compared isomer or geometry (same formula, charge and spin): 5.984 eV
DFT total energy: -17765.4023 eV
Kohn-Sham gap: 9.58 eV

=====

2.
# C10H20N2O4

2 unconnected molecules or ions with the total composition C10H20N2O4 in a non-equilibrium geometry (wB97M-V/def2-TZVPD, the OMol25 dataset).

XYZ file:
```
36
Properties=species:S:1:pos:R:3
C -1.02917 0.34149 -0.34382
C 0.02989 -0.77752 -0.49450
C -1.06926 1.32741 -1.54253
C -1.68094 0.79722 -2.80043
C -1.75211 2.69181 -1.22034
C -1.53824 3.78299 -2.24812
C 0.95854 -2.41789 1.08868
C 0.62249 -3.26895 2.27151
C 2.44632 -1.89752 1.09930
C 2.54406 -0.70756 2.02579
H -1.56597 1.78378 0.93842
H 0.04626 1.54495 0.79641
H -2.00005 -0.04494 -0.28102
H -0.05399 1.74738 -1.88254
H -1.34077 1.34161 -3.66918
H -2.80322 0.64498 -2.76123
H -1.43669 -0.21942 -3.08398
H -1.16209 3.27212 -0.52478
H -2.90341 2.63316 -0.97143
H -0.56827 3.55753 -2.74742
H -2.25365 3.64972 -3.07591
H -1.57843 4.85089 -1.67666
H -0.10172 -0.54086 1.49561
H 0.88823 -2.98388 0.22143
H 2.71886 -1.52507 0.00299
H 2.39778 -3.99958 1.49035
H 3.60837 -0.27678 2.01030
H 2.03274 0.16512 1.52048
H 2.10322 -0.67352 3.19008
H 0.04367 -3.43503 3.99745
N -0.79242 1.08764 0.94678
N 0.19713 -1.26772 0.71276
O 0.71481 -1.10107 -1.50058
O 1.05209 -4.45357 2.37713
O 3.32891 -2.90394 1.34527
O -0.10295 -2.72501 3.29373
```

Energy relative to the best compared isomer or geometry (same formula, charge and spin): 6.126 eV
DFT total energy: -21860.2991 eV
Kohn-Sham gap: 9.69 eV

=====

3.
# C10H20N2O4

A single C10H20N2O4 molecule in a non-equilibrium geometry (wB97M-V/def2-TZVPD, the OMol25 dataset).

XYZ file:
```
36
Properties=species:S:1:pos:R:3
C -1.65393 2.82960 -2.51957
C -1.24166 1.47499 -1.89222
C 0.27126 1.28289 -1.75667
C 1.01305 1.59820 -3.06279
C 0.69257 -0.08065 -1.18020
N -0.02822 -0.36199 0.05772
C -0.20138 -1.65117 0.52797
O 0.17781 -2.61062 -0.09740
C -0.98329 -1.72776 1.81603
N -1.09584 -3.09868 2.22206
C -0.45689 -0.82828 2.98694
C 0.96269 -1.09289 3.33349
O -0.62598 0.50448 2.54936
C 2.16693 -0.22144 -0.77404
O 2.89380 0.70290 -0.60706
O 2.65926 -1.43097 -0.55312
H -1.21791 3.64739 -1.94170
H -1.22573 2.95232 -3.50954
H -2.74961 2.99160 -2.46735
H -1.66280 1.45039 -0.89807
H -1.66789 0.69175 -2.56716
H 0.62692 1.97952 -0.99781
H 2.07665 1.58744 -2.89256
H 0.80090 2.61270 -3.37730
H 0.65124 0.92921 -3.86435
H 0.41902 -0.83369 -1.93822
H -0.07626 0.37116 0.74714
H -1.95244 -1.20167 1.66881
H -1.83596 -3.24003 2.89970
H -1.17578 -3.66339 1.41648
H -1.06274 -1.03889 3.87687
H 1.06536 -2.17005 3.48036
H 1.61283 -0.86535 2.44070
H 1.28525 -0.50640 4.19535
H -0.38741 1.09280 3.28563
H 1.92621 -2.07545 -0.60748
```

Structure (SMILES): CC[C@H](C)[C@H](NC(=O)[C@@H](N)[C@@H](C)O)C(=O)O
Energy relative to the best compared isomer or geometry (same formula, charge and spin): 0.819 eV
DFT total energy: -21865.6059 eV
Kohn-Sham gap: 9.91 eV

=====

4.
# C10H20N2PRuS

A molecular structure, C10H20N2PRuS in a non-equilibrium geometry (wB97M-V/def2-TZVPD, the OMol25 dataset).

XYZ file:
```
35
Properties=species:S:1:pos:R:3
C 0.34364 0.19676 -2.06999
C -0.84381 -0.60498 -2.20442
C -0.54099 -1.96050 -1.85656
C 0.85133 -2.04899 -1.51552
C 1.43332 -0.72625 -1.60858
Ru 0.01655 -0.29715 0.06483
P -0.48187 1.81693 0.43370
H 0.48604 1.22812 -2.35345
H -1.80995 -0.22461 -2.53251
H -1.24264 -2.78147 -1.82664
H 2.46719 -0.45410 -1.48515
H 1.39254 -2.93940 -1.24914
H -1.49027 2.11420 1.39333
H -1.03463 2.50854 -0.68149
H 0.52838 2.76426 0.78380
C 2.00233 0.44054 2.63510
N 0.83619 0.13608 3.45864
C 0.31286 1.27248 4.23746
C 0.03817 -0.92182 3.19445
S 0.13925 -1.79738 1.70978
N -0.82028 -1.35653 4.14798
C -0.43847 -1.29927 5.56486
C -1.76714 -2.41688 3.82452
H 2.73329 0.94415 3.27708
H 1.72822 1.10221 1.80176
H 2.42383 -0.48450 2.24120
H -0.62923 0.99518 4.70877
H 1.05075 1.54031 5.00523
H 0.14856 2.13994 3.58460
H -1.25156 -0.82922 6.13548
H -0.29520 -2.31837 5.95426
H 0.48574 -0.73310 5.69586
H -2.37829 -2.12424 2.96827
H -1.25774 -3.36191 3.59898
H -2.40401 -2.55335 4.70414
```

Spin multiplicity: 5
Charge: +1
Energy relative to the best compared isomer or geometry (same formula, charge and spin): 0.000 eV
DFT total energy: -36370.8767 eV
Kohn-Sham gap (alpha / beta): 6.74 / 7.01 eV
<S²>: 6.02

=====

5.
# C10H20N3O

3 unconnected molecules or ions with the total composition C10H20N3O in a non-equilibrium geometry (wB97M-V/def2-TZVPD, the OMol25 dataset).

XYZ file:
```
34
Properties=species:S:1:pos:R:3
C 4.05697 0.81145 1.34676
C 2.86134 0.97549 1.81514
C 5.28327 1.17374 2.15124
C 0.41240 2.75545 -2.13734
C -0.94263 2.08140 -1.91489
C 1.30138 2.16687 -1.03642
C -0.54076 0.68201 -1.47278
C -2.90001 -1.80611 1.05985
C -1.79034 -3.00890 -0.74114
C 0.94760 0.26081 0.42167
N 0.62068 0.94155 -0.61642
N 0.44628 -0.80969 0.94657
N -1.65401 -2.39659 0.57868
O 5.30743 1.92240 3.07370
H 4.27642 0.39214 0.37677
H 2.40621 1.33340 2.71021
H 6.18134 0.66383 1.76420
H 0.80186 2.49717 -3.12218
H 0.34601 3.83880 -2.06908
H -1.48593 2.58246 -1.11407
H -1.56018 2.07644 -2.80799
H 2.30274 1.93067 -1.40518
H 1.40154 2.83919 -0.18179
H -1.31703 0.15445 -0.91976
H -0.22444 0.07440 -2.32775
H -3.16235 -0.94992 0.43997
H -3.72978 -2.51403 1.02907
H -2.76642 -1.46737 2.08337
H -2.14200 -2.26052 -1.44820
H -0.81885 -3.37804 -1.06411
H -2.49902 -3.84069 -0.73899
H -0.43209 -1.35355 0.64238
H 0.88300 -1.17935 1.77654
H -1.36895 -3.11725 1.23892
```

Charge: +1
Energy relative to the best compared isomer or geometry (same formula, charge and spin): 3.205 eV
DFT total energy: -17201.9714 eV
Kohn-Sham gap (alpha / beta): 8.33 / 8.33 eV

=====

6.
# C10H20N3O2

A gas-phase ion, C10H20N3O2 (charge +1) in a non-equilibrium geometry (wB97M-V/def2-TZVPD, the OMol25 dataset).

XYZ file:
```
35
Properties=species:S:1:pos:R:3
C 1.67277 0.90658 2.10481
C 0.94771 0.03828 1.14271
N 0.06415 0.33854 0.27713
N -0.26508 1.55609 -0.07517
C -1.63092 2.14544 0.14833
C -1.39917 3.61368 0.62774
C -2.15604 1.17755 1.15027
N -2.50320 -0.09089 0.87793
O -3.14465 -0.87981 1.50749
O -2.04837 -0.48559 -0.43350
C -0.60338 -0.80890 -0.38631
C -0.28490 -0.79851 -1.86366
C 0.55878 -1.90355 -2.52125
C -0.63880 -2.14848 0.27188
C 0.67311 -2.92719 0.40765
H 2.00689 1.79821 1.47826
H 2.40117 0.41326 2.56947
H 0.92037 1.42534 2.85102
H 1.31991 -0.97663 1.22266
H 0.49090 2.27742 0.18005
H -2.20025 2.17647 -0.85398
H -0.85907 4.14064 -0.18850
H -0.90174 3.69725 1.56405
H -2.31431 4.09174 0.78600
H -2.31076 1.58464 2.19186
H 0.23666 0.24230 -2.10810
H -1.25760 -0.75259 -2.34172
H -0.12475 -2.69913 -2.81145
H 1.31876 -2.31918 -1.88362
H 0.94582 -1.49408 -3.37151
H -1.39782 -2.67276 -0.32850
H -1.19528 -1.98212 1.32165
H 0.45645 -3.79733 -0.22941
H 0.86396 -3.11006 1.41794
H 1.53691 -2.50494 0.00029
```

Structure (SMILES): C/C=[N+]1\N[C@H](C)C=[N+]([O-])OC1(CC)CC
Charge: +1
Energy relative to the best compared isomer or geometry (same formula, charge and spin): 7.592 eV
DFT total energy: -19246.1336 eV
Kohn-Sham gap: 8.55 eV

=====

7.
# C10H20N3S

A gas-phase ion, C10H20N3S (charge +1) in a non-equilibrium geometry (wB97M-V/def2-TZVPD, the OMol25 dataset).

XYZ file:
```
34
Properties=species:S:1:pos:R:3
C -3.63225 -1.64774 0.76861
C -3.23155 -0.31818 0.09970
C -2.41582 0.80201 0.82242
N -1.86024 1.84834 -0.13104
C -0.68095 1.71516 -0.79686
N -0.44457 2.76584 -1.61782
N -0.13177 0.52064 -0.84080
C 0.78052 -0.11674 -0.26585
C 0.98724 -1.50091 -0.67786
C 2.41357 -1.51961 -1.28132
C 3.41843 -1.23318 -0.15613
C 3.10146 0.19937 0.33318
C 1.64976 0.27768 0.85723
S 1.22992 1.90661 1.73424
H -2.92446 -1.82082 1.60956
H -4.59666 -1.50081 1.31096
H -3.77957 -2.39886 0.05000
H -4.19397 0.25403 -0.37252
H -2.70073 -0.74282 -0.65774
H -3.11068 1.20764 1.61722
H -1.46281 0.52302 1.39840
H -1.99025 2.78008 0.22271
H 0.50702 2.72085 -2.04003
H -1.17746 3.18807 -2.14160
H 0.83403 -2.05759 0.17411
H 0.36992 -1.97232 -1.44592
H 2.42429 -2.42025 -1.81926
H 2.57661 -0.87871 -2.14428
H 3.25463 -2.07243 0.67390
H 4.46248 -1.16754 -0.67315
H 3.95624 0.42073 1.07682
H 3.02124 0.97168 -0.41134
H 1.63470 -0.34171 1.74869
H 1.71167 1.60848 2.97575
```

Structure (SMILES): CCC/[NH+]=C(N)\N=C1\CCCC[C@H]1S
Charge: +1
Energy relative to the best compared isomer or geometry (same formula, charge and spin): 2.613 eV
DFT total energy: -25991.7617 eV
Kohn-Sham gap: 9.72 eV